{"formula": "C28H29BN10O2PdS3", "method": "ωB97M-V with the def2-TZVPD basis set", "species": ["Pd", "O", "C", "O", "C", "C", "C", "N", "C", "C", "C", "C", "C", "C", "C", "N", "C", "C", "C", "C", "C", "N", "H", "H", "H", "H", "H", "H", "H", "H", "H", "H", "C", "N", "C", "C", "N", "B", "N", "C", "C", "N", "C", "C", "S", "C", "S", "H", "H", "H", "H", "H", "H", "H", "H", "H", "H", "H", "H", "C", "C", "C", "N", "N", "C", "N", "S", "H", "H", "H", "H", "H", "H", "H"], "xyz": [[0.220, 0.083, 0.258], [3.832, 6.867, 2.567], [3.004, 6.861, 3.382], [2.171, 6.841, 4.192], [2.145, 4.207, 2.480], [1.115, 3.563, 3.097], [0.615, 2.444, 2.422], [1.138, 2.041, 1.263], [2.198, 2.655, 0.733], [2.737, 3.803, 1.319], [2.828, 1.994, -0.434], [3.681, 2.659, -1.307], [4.289, 1.947, -2.327], [4.044, 0.587, -2.434], [3.176, 0.004, -1.527], [2.568, 0.685, -0.556], [-0.457, 1.600, 2.996], [-1.360, 2.089, 3.931], [-2.299, 1.225, 4.471], [-2.299, -0.100, 4.068], [-1.383, -0.498, 3.108], [-0.488, 0.328, 2.577], [0.724, 3.862, 4.060], [3.598, 4.311, 0.903], [3.860, 3.719, -1.198], [4.956, 2.446, -3.018], [4.516, -0.012, -3.200], [2.971, -1.061, -1.561], [-1.339, 3.130, 4.219], [-3.019, 1.585, 5.194], [-3.004, -0.808, 4.480], [-1.374, -1.518, 2.741], [-2.056, 3.242, 0.028], [-2.333, 2.486, -1.176], [-2.572, 3.013, -2.420], [-2.854, 1.971, -3.245], [-2.793, 0.817, -2.516], [-3.254, -0.570, -3.041], [-2.163, -1.663, -2.798], [-2.446, -2.979, -3.041], [-1.283, -3.677, -3.040], [-0.286, -2.780, -2.770], [1.134, -3.067, -2.691], [-0.851, -1.560, -2.629], [0.078, -0.137, -2.321], [-2.464, 1.139, -1.243], [-2.306, 0.051, 0.074], [-2.104, 4.302, -0.206], [-1.062, 3.001, 0.402], [-2.791, 3.006, 0.795], [-2.540, 4.071, -2.615], [-3.101, 1.969, -4.292], [-3.413, -0.477, -4.224], [-4.244, -0.903, -2.455], [-3.455, -3.312, -3.214], [-1.088, -4.720, -3.215], [1.301, -4.104, -2.966], [1.495, -2.899, -1.674], [1.683, -2.426, -3.381], [-1.329, -5.988, -0.202], [-1.054, -5.345, 1.160], [-0.183, -4.136, 1.077], [-0.458, -3.023, 0.501], [0.520, -2.083, 0.624], [1.574, -2.490, 1.307], [2.662, -1.732, 1.517], [1.408, -4.125, 1.843], [-1.873, -6.919, -0.057], [-0.398, -6.217, -0.723], [-1.935, -5.327, -0.818], [-0.576, -6.071, 1.816], [-2.004, -5.058, 1.615], [2.649, -0.777, 1.189], [3.400, -2.041, 2.123]], "total_charge": 2, "e_above_lowest_kcal_mol": 22.5, "orbital_gap_ev": [7.613, 4.793], "s2": 6.025, "e_tot_ha": -3129.2523, "spin_multiplicity": 5}